# 1
Density functional theory data (ωB97M-V with the def2-TZVPD basis set) for CdH38O19 as an isolated structure in a non-equilibrium geometry.

```
58
Properties=species:S:1:pos:R:3:forces:R:3
Cd -0.061 0.441 0.103 -0.373 0.065 0.198
O -1.530 -1.006 0.037 -1.180 -1.465 0.674
H -1.670 -1.850 0.466 0.074 -0.291 0.258
H -2.255 -0.930 -0.584 -0.774 0.081 -0.726
O 3.199 -0.283 2.704 -0.759 -0.709 0.015
H 2.868 0.185 3.470 0.099 0.010 0.312
H 3.412 0.407 2.075 0.639 0.435 -0.218
O -3.703 2.189 0.723 0.063 0.066 -0.080
H -4.234 1.424 0.946 -0.158 -0.328 -0.028
H -3.872 2.812 1.430 -0.071 0.308 0.209
O 3.937 -0.558 -2.148 -0.166 -0.064 0.342
H 4.234 -0.749 -3.038 0.120 -0.119 -0.271
H 3.970 0.397 -2.084 0.036 0.194 -0.097
O 1.542 1.703 -0.220 1.717 1.545 -0.259
H 2.337 1.475 0.262 0.719 0.024 0.248
H 1.812 2.407 -0.810 -0.213 0.267 -0.311
O -3.391 -0.850 -1.754 -0.149 0.057 -0.241
H -3.425 -0.173 -2.429 0.080 0.292 -0.193
H -4.270 -1.229 -1.749 -0.302 -0.276 0.100
O -0.425 0.606 2.154 -0.415 -0.019 1.335
H -0.477 -0.116 2.780 -0.236 -0.904 -0.198
H -0.280 1.383 2.695 -0.024 0.920 0.150
O -0.935 -1.913 3.169 -0.018 0.225 -0.183
H -0.998 -1.674 4.094 -0.277 -0.154 0.515
H -0.266 -2.598 3.144 0.124 -0.185 -0.033
O -0.633 -2.977 -2.029 0.194 -0.046 -0.030
H -1.164 -3.201 -1.264 -0.246 0.217 0.417
H -0.298 -3.817 -2.342 0.327 -0.266 -0.255
O 1.011 2.013 -3.394 0.092 -0.164 0.174
H 0.968 2.952 -3.211 0.040 0.406 0.035
H 0.233 1.836 -3.923 -0.199 0.043 -0.539
O -0.098 4.531 -1.146 0.053 -0.545 -0.163
H -0.889 4.715 -1.653 -0.203 0.400 -0.327
H 0.056 5.329 -0.642 0.094 0.285 0.193
O -2.450 -3.659 0.213 0.138 0.206 -0.104
H -2.362 -3.951 1.121 -0.077 -0.106 0.413
H -2.436 -4.467 -0.300 -0.272 -0.394 -0.187
O 1.278 -1.052 0.621 1.526 -1.357 0.618
H 1.796 -0.827 1.395 0.706 0.030 0.727
H 1.233 -2.008 0.632 -0.122 -0.705 -0.436
O -1.004 -1.811 -4.454 0.222 0.640 -0.381
H -1.885 -1.441 -4.506 -0.251 -0.030 -0.215
H -0.969 -2.228 -3.593 -0.157 -0.451 0.410
O 0.257 -0.141 -1.871 0.008 -0.683 -2.089
H -0.158 -0.846 -2.368 -0.102 -0.662 -0.022
H 0.541 0.486 -2.535 0.594 0.560 -0.147
O -1.305 1.997 -0.398 -1.043 1.654 -1.001
H -2.147 2.081 0.049 -1.148 -0.094 0.615
H -1.209 2.815 -0.886 0.575 0.282 -0.025
O 0.251 2.344 3.800 0.364 0.388 0.415
H 0.367 3.231 4.139 -0.186 0.415 0.070
H 0.892 1.818 4.279 0.174 -0.140 0.307
O 0.945 -3.868 1.253 -0.240 0.482 0.003
H 0.540 -4.735 1.266 0.000 -0.363 -0.150
H 1.151 -3.685 2.170 0.460 -0.207 0.255
O 3.838 2.000 1.330 -0.255 -0.010 -0.171
H 4.617 2.370 0.913 0.493 -0.069 -0.184
H 3.515 2.700 1.897 -0.111 0.307 0.256
```
Positions in Å, forces in eV/Å.

As for the total energy: -1619.60751 Ha. The charge is +2. The value obtained for the gap between HOMO and LUMO is 10.26 eV. The calculation puts the LUMO energy at -5.23 eV.

***

# 2
Density functional theory data (ωB97M-V with the def2-TZVPD basis set) for C43H53BrN3O2PtTe as an isolated structure in a non-equilibrium geometry.

```
104
Properties=species:S:1:pos:R:3:forces:R:3
Pt -5.989 24.187 3.072 -1.064 -1.217 -0.809
O -5.599 20.773 7.061 1.036 -0.791 -0.292
C -4.989 21.163 5.886 -0.236 0.894 0.376
C -3.778 20.701 5.367 -0.445 0.213 -0.544
C -3.397 21.200 4.116 -0.054 -0.096 0.088
N -4.000 22.185 3.459 -0.444 0.517 0.642
C -5.053 22.737 4.071 0.046 0.036 0.528
Br -7.721 22.272 2.718 0.368 0.283 0.347
C -5.629 22.213 5.224 0.825 -0.553 -0.120
H -5.099 20.037 7.474 -0.368 0.601 -0.406
H -3.161 19.973 5.854 0.073 -0.396 0.199
H -2.566 20.785 3.565 0.330 -0.253 0.247
H -6.574 22.566 5.576 -0.316 0.249 0.307
C -0.929 24.386 1.646 0.956 -0.294 -0.700
C -1.663 25.319 2.538 -0.393 0.536 0.858
C -0.989 26.254 3.340 -0.127 -0.263 -0.305
C -1.674 27.025 4.270 0.396 -0.319 0.282
C -0.897 27.871 5.263 -0.407 0.169 -0.314
C -3.042 26.896 4.371 -0.518 0.353 -0.043
C -3.801 25.995 3.576 2.074 0.802 0.305
C -3.040 25.198 2.665 -1.038 0.211 0.169
N -5.150 25.870 3.716 -1.078 -1.415 0.247
C -6.015 26.713 4.635 0.630 -0.844 -0.479
C -7.493 26.272 4.462 0.341 -0.517 -0.990
C -8.442 27.096 5.325 0.529 -0.306 0.123
C -8.261 28.575 4.975 0.285 0.415 0.963
C -6.792 28.994 5.250 -0.399 -0.161 -0.184
C -6.443 28.671 6.716 -0.582 1.141 0.598
C -6.580 27.172 7.005 0.486 0.425 0.231
C -8.032 26.799 6.785 -0.878 0.150 0.213
C -5.619 26.429 6.088 -0.089 -0.506 -0.144
C -5.891 28.199 4.302 0.209 0.220 -0.106
H -1.273 24.472 0.601 -0.121 -0.299 0.544
H -1.003 23.334 2.013 -0.077 0.715 -0.464
H 0.141 24.660 1.589 -0.360 -0.190 0.253
H 0.082 26.391 3.258 0.074 -0.226 -0.065
H 0.145 27.899 4.970 0.282 -0.077 0.109
H -0.982 27.479 6.286 0.037 0.081 -0.329
H -1.239 28.910 5.260 -0.117 -0.072 0.102
H -3.532 27.556 5.080 0.245 -0.375 -0.156
H -3.594 24.464 2.067 0.345 0.172 0.158
H -7.578 25.167 4.650 -0.017 0.954 0.163
H -7.735 26.402 3.391 -0.099 -0.026 0.308
H -9.467 26.766 5.134 0.029 0.070 0.075
H -8.926 29.196 5.606 0.165 -0.220 -0.318
H -8.471 28.796 3.930 -0.266 -0.167 -0.138
H -6.711 30.067 5.000 0.159 -0.323 0.397
H -7.204 29.177 7.356 0.468 -0.083 -0.298
H -5.474 29.110 7.025 -0.223 -0.443 -0.292
H -6.298 26.972 8.048 -0.087 0.068 -0.137
H -8.681 27.368 7.499 0.449 -0.449 -0.464
H -8.159 25.726 6.984 -0.163 0.157 -0.014
H -5.620 25.325 6.206 -0.094 0.536 0.180
H -4.608 26.787 6.283 -0.139 -0.222 0.149
H -4.846 28.532 4.363 -0.487 0.015 0.039
H -6.198 28.366 3.265 -0.039 0.030 0.101
C -6.434 26.920 0.989 -0.430 0.487 -0.142
C -6.775 25.565 0.394 -1.153 -1.181 -1.043
O -7.378 25.505 -0.717 0.868 0.365 1.017
N -6.465 24.428 1.066 0.321 1.986 -0.738
Te -6.956 22.704 -0.220 0.307 -0.133 0.091
C -7.704 21.039 -1.659 -0.093 -0.029 0.396
C -8.651 20.082 -1.273 0.148 0.240 -0.472
C -9.440 20.141 0.005 0.405 0.193 0.875
C -8.903 19.039 -2.171 0.162 -0.408 -0.379
C -8.293 18.941 -3.442 -0.027 0.750 0.711
C -8.553 17.821 -4.406 0.413 -0.265 -0.092
C -7.434 19.980 -3.803 -0.031 0.096 0.219
C -7.128 21.019 -2.918 0.051 0.096 -0.668
C -6.237 22.120 -3.418 0.249 0.793 0.030
C -4.902 22.049 -0.193 0.129 -1.136 -0.024
C -3.897 22.895 -0.684 -0.175 -0.287 0.475
C -4.172 24.260 -1.250 0.360 0.389 0.296
C -2.561 22.461 -0.609 -0.286 -0.620 -0.229
C -2.224 21.176 -0.196 0.009 -0.114 0.091
C -0.804 20.631 -0.155 0.337 0.203 -0.519
C -3.252 20.316 0.194 -0.409 0.345 0.141
C -4.585 20.715 0.254 -0.060 1.524 -0.239
C -5.610 19.832 0.899 0.269 -0.670 0.790
H -6.062 27.575 0.189 -0.198 -0.228 0.236
H -5.749 26.902 1.815 0.674 -0.372 -0.025
H -7.318 27.393 1.457 -0.006 -0.316 -0.684
H -10.483 20.415 -0.148 -0.067 -0.031 -0.291
H -9.048 20.883 0.729 -0.083 -0.486 -0.451
H -9.434 19.162 0.502 -0.011 0.189 -0.063
H -9.596 18.264 -1.825 0.138 0.161 -0.320
H -9.349 17.186 -4.050 -0.234 -0.296 0.133
H -7.646 17.197 -4.545 -0.456 0.316 0.102
H -8.848 18.185 -5.394 0.089 0.095 0.117
H -6.985 20.033 -4.798 -0.165 -0.233 0.242
H -6.151 22.111 -4.504 -0.188 -0.055 -0.002
H -5.214 22.034 -3.049 0.042 -0.109 0.204
H -6.593 23.132 -3.123 0.065 -0.614 -0.171
H -5.152 24.342 -1.736 0.243 0.058 0.150
H -3.382 24.487 -1.974 -0.262 0.089 -0.020
H -4.106 25.029 -0.451 -0.158 -0.378 -0.389
H -1.784 23.122 -0.961 0.093 0.095 -0.067
H -0.037 21.428 -0.278 -0.553 -0.482 0.123
H -0.651 19.895 -0.977 -0.111 0.482 0.440
H -0.602 20.086 0.781 -0.133 0.302 -0.244
H -2.994 19.316 0.516 -0.042 -0.114 0.062
H -5.161 18.829 1.049 -0.310 0.469 -0.074
H -6.513 19.693 0.293 0.113 0.188 0.228
H -5.864 20.225 1.921 0.040 -0.266 -1.018
```
Positions in Å, forces in eV/Å.

As for the total energy: -4946.31836 Ha. The spin multiplicity is 4. The value obtained for the gap between HOMO and LUMO (alpha / beta) is 7.61 / 5.30 eV. The calculation puts the LUMO energy (alpha / beta) at 0.44 / -1.78 eV.

***

# 3
Density functional theory data (ωB97M-V with the def2-TZVPD basis set) for C3H8F4N4OP3 as an isolated structure in a non-equilibrium geometry.

```
23
Properties=species:S:1:pos:R:3:forces:R:3
C -1.941 2.913 -1.787 1.016 -0.257 -0.803
C -1.073 -0.687 2.590 -3.559 2.471 2.941
C 1.440 -0.663 2.420 -0.275 -4.438 1.055
N 1.306 -0.491 -0.412 -1.030 0.154 -1.552
N -1.160 0.756 -0.079 -0.870 0.676 -3.331
N -0.700 0.104 -2.728 -2.112 2.769 -0.278
N 0.118 -0.477 1.891 0.009 0.894 -2.546
O -2.123 3.370 -2.846 -0.694 0.347 -0.981
F 1.864 0.417 -2.926 -0.381 -0.559 0.771
F 3.303 -1.017 -1.823 -1.019 0.063 0.187
F -0.870 -1.883 -0.042 0.688 2.256 0.127
F 1.299 -1.935 -2.656 -0.429 -0.001 -0.063
P 1.777 -0.727 -1.878 2.058 0.505 0.850
P -0.164 -0.442 0.292 1.246 -2.535 0.229
P -1.423 1.076 -1.675 2.152 -2.954 2.074
H -1.686 3.479 -0.912 -0.312 0.147 1.225
H -1.118 -0.314 3.665 1.009 -0.332 -1.110
H -1.967 0.023 2.229 1.839 -2.008 0.055
H -1.314 -1.717 2.675 -0.764 -0.956 -0.281
H 1.326 -0.530 3.492 0.301 -0.190 0.121
H 1.894 -1.799 2.194 -1.057 3.133 0.611
H 2.013 0.100 2.053 2.007 1.472 -0.909
H -0.802 0.444 -3.739 0.177 -0.658 1.609
```
Positions in Å, forces in eV/Å.

As for the total energy: -1836.77879 Ha. The charge is +1. The value obtained for the gap between HOMO and LUMO is 7.30 eV. The calculation puts the LUMO energy at -5.99 eV.

***

# 4
Density functional theory data (ωB97M-V with the def2-TZVPD basis set) for one molecule with the formula C5H9N3 in a non-equilibrium geometry.

```
17
Properties=species:S:1:pos:R:3:forces:R:3
C -0.743 -0.518 -0.001 -0.849 0.684 -0.641
C 0.316 -1.243 -0.713 0.494 -0.239 0.283
C 0.526 1.432 0.263 1.627 0.916 2.147
C -0.557 0.944 -0.553 -0.169 0.094 -0.966
C -1.900 0.333 -0.486 -1.407 -0.236 -0.389
H -1.046 -1.618 1.612 0.104 1.116 0.133
H 0.216 -0.564 1.857 -1.484 0.086 -0.746
H 0.219 -1.244 -1.767 -0.519 -0.097 -1.053
H 0.483 -2.268 -0.389 -0.008 -0.170 0.217
H 2.251 -1.037 0.047 0.200 -0.307 -0.505
H 0.644 2.324 0.926 -0.618 -0.685 -0.748
H -0.268 1.003 -1.621 0.210 -0.526 0.591
H -2.625 0.611 0.290 0.435 -0.319 -0.314
H -2.375 0.143 -1.494 0.694 0.254 1.263
N -0.766 -0.623 1.452 1.378 -1.291 0.338
N 1.587 -0.455 -0.446 0.472 -1.173 0.666
N 1.557 0.645 0.349 -0.560 1.892 -0.275
```
Positions in Å, forces in eV/Å.

As for the total energy: -360.05428 Ha. The structure (SMILES) is N[C@]12CNN=C[C@@H]1C2. The value obtained for the gap between HOMO and LUMO is 9.56 eV. The calculation puts the LUMO energy at 0.92 eV.

***

# 5
Density functional theory data (ωB97M-V with the def2-TZVPD basis set) for one molecule with the formula C5H10O.

```
16
Properties=species:S:1:pos:R:3:forces:R:3
C 0.337 2.042 -0.403 0.012 0.051 0.017
C 0.029 0.644 -0.895 -0.137 0.212 -0.054
O 1.132 -0.260 -0.893 0.220 -0.091 -0.075
C 0.031 -0.548 -0.033 -0.169 -0.125 0.164
C -0.732 -1.782 -0.453 -0.028 -0.021 -0.036
C 0.301 -0.445 1.451 0.036 0.035 0.022
H 0.113 2.790 -1.168 0.006 -0.120 0.089
H 1.405 2.101 -0.179 -0.123 0.038 0.036
H -0.219 2.304 0.503 0.016 -0.047 -0.133
H -0.576 0.589 -1.803 0.082 -0.024 0.117
H -0.946 -1.758 -1.525 0.045 -0.010 0.144
H -0.120 -2.667 -0.246 -0.104 0.079 -0.022
H -1.676 -1.885 0.094 0.125 0.058 -0.062
H -0.613 -0.661 2.015 0.135 0.065 -0.084
H 0.665 0.543 1.745 -0.026 -0.135 -0.087
H 1.057 -1.181 1.741 -0.090 0.035 -0.036
```
Positions in Å, forces in eV/Å.

As for the total energy: -271.71702 Ha. The structure (SMILES) is C[C@H]1OC1(C)C. The value obtained for the gap between HOMO and LUMO is 11.05 eV. The calculation puts the LUMO energy at 1.04 eV.